127
Properties=species:S:1:pos:R:3:forces:R:3:lowdin_charge:R:1 method="wB97M-V/def2-TZVPD" max_force_ev_per_a=3.37 multiplicity=1 gap_ha=0.3301 energy_ha=-3837.0846 charge=+1
Cu -0.87666 0.08242 0.57408 0.278 0.471 0.279 0.333
C -1.14789 -5.85218 -0.76724 -0.191 -0.525 -0.124 -0.058
C 0.27574 -5.92945 -1.29949 0.286 0.449 0.787 -0.402
C 0.48842 -4.69032 -2.15963 -0.546 -0.497 1.495 -0.271
O -0.47775 -4.71657 -3.13446 -0.882 1.043 -1.644 -0.171
C -0.38490 -3.54616 -3.94119 -0.221 0.279 -0.263 -0.092
N 1.23940 -5.82557 -0.16048 -0.467 -0.847 0.023 0.030
H -1.33896 -6.59087 0.03674 0.138 0.544 -0.285 0.090
H -1.86306 -6.05305 -1.58386 0.278 0.151 0.409 0.091
H -1.27520 -4.81459 -0.43360 -0.307 -0.395 0.344 0.052
H 0.41078 -6.83097 -1.90649 0.129 0.060 0.031 0.144
H 1.46987 -4.68308 -2.56495 1.235 0.141 -0.557 0.116
H 0.34472 -3.79296 -1.51769 0.273 -0.206 -0.050 0.121
H -0.19621 -2.65921 -3.30211 -0.051 -0.252 -0.190 0.063
H -1.30828 -3.34612 -4.51928 0.295 -0.517 0.505 0.101
H 0.43291 -3.62271 -4.67146 0.016 -0.036 0.206 0.095
H 2.17681 -5.68203 -0.51432 0.135 -0.033 -0.081 0.069
H 1.27305 -6.72257 0.35513 -0.094 0.721 -0.428 0.095
C 6.12418 1.49343 -5.43337 0.193 -0.892 -0.980 -0.055
C 5.75315 0.12825 -4.82747 0.327 0.180 1.442 -0.481
C 4.36085 0.16300 -4.33942 -1.847 0.734 -0.628 -0.269
O 3.95547 -1.02695 -3.73261 -1.053 -1.097 0.042 -0.173
C 2.53238 -1.12332 -3.63358 0.530 -1.759 -0.147 -0.105
N 5.82142 -0.91526 -5.82258 -0.406 -0.702 -0.308 0.050
H 5.45243 1.59808 -6.30662 0.410 0.322 0.311 0.086
H 7.15058 1.36376 -5.81380 -0.309 0.409 -0.003 0.079
H 6.09010 2.39125 -4.80010 -0.137 -0.589 0.089 0.081
H 6.35976 -0.05164 -3.91686 0.247 -0.093 -0.379 0.145
H 3.72790 0.31338 -5.24706 0.120 0.253 0.473 0.137
H 4.17702 0.94348 -3.60277 0.155 0.634 -0.142 0.129
H 1.97721 -1.15948 -4.58481 0.532 0.675 -0.172 0.086
H 2.10624 -0.39427 -2.96334 -0.161 0.539 0.213 0.063
H 2.31646 -2.13703 -3.25376 0.253 0.421 0.347 0.077
H 6.76695 -1.09806 -6.06980 0.766 -0.170 -0.363 0.064
H 5.39814 -1.82562 -5.56617 0.313 1.141 0.219 0.095
C -2.83263 -2.33242 -0.85404 -0.995 0.841 -0.523 0.002
C -2.63965 -0.96901 -1.56272 -1.196 -1.485 -0.343 -0.422
C -3.55406 0.05067 -1.05031 -1.398 1.193 0.502 -0.249
O -4.82441 0.01096 -1.67360 0.287 0.145 0.922 -0.148
C -5.56539 1.10910 -1.16478 -0.756 -0.096 -0.368 -0.107
N -1.33744 -0.50526 -1.24461 3.232 -0.534 -0.776 0.028
H -2.58289 -2.12061 0.18264 0.416 -0.514 0.215 0.064
H -2.29963 -3.16934 -1.31182 0.227 0.266 0.190 0.064
H -3.89472 -2.59255 -0.85054 0.051 0.003 -0.152 0.099
H -2.84052 -1.03564 -2.62541 0.231 -0.254 -0.462 0.149
H -3.14800 1.04453 -1.22162 0.404 0.316 -0.227 0.126
H -3.60286 -0.01269 0.05250 -0.334 -0.171 -0.012 0.126
H -5.76673 1.01903 -0.07678 0.195 0.012 -0.464 0.095
H -6.51752 1.12949 -1.70506 0.132 -0.048 0.215 0.094
H -5.04893 2.05364 -1.38123 0.028 -0.067 0.183 0.088
H -0.75985 -1.34589 -1.32656 0.319 0.117 0.399 0.089
H -0.88264 0.08478 -1.95208 -0.851 0.286 -0.018 0.074
C 2.34933 -3.50992 3.56018 -0.083 -0.249 -0.182 -0.052
C 0.88536 -4.00238 3.61045 0.957 0.389 -0.426 -0.409
C 0.17834 -3.20713 4.69157 -0.010 -0.264 -0.579 -0.226
O -1.16348 -3.62373 4.64566 -0.641 0.283 0.262 -0.209
C -1.88474 -3.54097 5.86808 0.434 -0.749 0.178 -0.088
N 0.24939 -3.79008 2.29414 -1.023 0.105 -0.222 0.043
H 2.97084 -4.08855 2.85779 -0.342 0.254 0.077 0.083
H 2.84113 -3.59379 4.53420 -0.176 -0.039 -0.014 0.080
H 2.35679 -2.44853 3.27437 0.074 -0.247 -0.068 0.063
H 0.85469 -5.05436 3.91054 -0.004 -0.036 -0.019 0.142
H 0.29087 -2.11716 4.48655 -0.165 -0.393 0.237 0.117
H 0.66694 -3.45790 5.63957 -0.192 0.156 0.125 0.134
H -1.45002 -4.25666 6.60165 -0.306 0.358 -0.313 0.100
H -2.92539 -3.82190 5.66767 0.324 0.121 0.013 0.093
H -1.83743 -2.54823 6.30532 -0.065 0.317 0.014 0.079
H -0.78630 -3.93256 2.34909 1.301 -0.013 0.126 0.100
H 0.59959 -4.42705 1.55922 -0.082 0.177 0.540 0.053
C -0.51080 1.00428 4.26054 0.512 -1.640 -0.687 -0.031
C -1.70459 0.36598 3.56345 -0.708 -0.558 0.060 -0.326
C -2.75470 1.40726 3.14760 0.976 0.951 -0.285 -0.173
O -2.21246 2.13379 2.04699 0.152 -0.973 0.562 -0.217
C -3.01942 3.16273 1.60424 -0.966 0.569 -1.393 -0.125
N -1.38532 -0.58915 2.37087 -1.757 2.144 1.376 0.062
H 0.24221 1.26376 3.53019 0.141 0.732 -0.210 0.064
H -0.02352 0.22742 4.85777 -0.043 0.101 0.186 0.069
H -0.80481 1.80057 4.92252 -0.035 0.414 -0.012 0.088
H -2.23248 -0.21005 4.33827 0.148 -0.238 -0.192 0.133
H -2.88718 2.15651 3.96768 -0.083 -0.795 -0.189 0.142
H -3.73994 0.98142 2.91212 0.128 -0.111 -0.142 0.129
H -2.52225 3.64596 0.77133 0.414 0.291 0.145 0.089
H -3.29833 3.91233 2.34309 0.251 -0.006 0.341 0.097
H -3.93927 2.81268 1.12245 -0.305 -0.400 0.350 0.085
H -0.72480 -1.32208 2.56366 0.013 -0.453 0.608 0.048
H -2.32717 -0.96112 2.19695 0.763 -0.512 -0.021 0.092
C -3.40687 7.31456 1.13733 -0.052 0.367 -0.416 -0.052
C -1.99352 7.84779 1.28502 0.440 -0.604 0.740 -0.458
C -0.99367 6.76285 0.90102 0.722 1.098 -1.409 -0.261
O -1.17509 5.68799 1.72753 0.092 -1.500 0.743 -0.188
C -0.19102 4.69183 1.52211 -0.346 -0.078 0.398 -0.099
N -1.74974 9.02276 0.47330 -0.317 0.578 0.007 0.039
H -4.17381 8.01498 1.52862 0.429 -0.353 -0.473 0.090
H -3.51098 6.36359 1.65012 0.018 -0.023 0.196 0.056
H -3.50633 7.11974 0.06355 -0.581 0.171 0.100 0.086
H -1.80743 8.03078 2.35309 0.022 0.056 0.031 0.140
H 0.04611 7.13771 0.97821 -0.158 0.194 0.285 0.127
H -1.04466 6.48276 -0.18650 -0.491 0.086 0.561 0.143
H -0.44822 3.78113 2.06509 -0.267 0.231 -0.045 0.073
H 0.77246 5.02184 1.89619 0.423 0.285 -0.041 0.093
H -0.11420 4.44274 0.46765 0.054 -0.028 -0.254 0.074
H -0.78307 9.29779 0.53423 0.547 -0.237 -0.125 0.065
H -2.19728 9.81962 0.91245 -0.461 -0.004 -0.192 0.078
C 1.08817 2.16770 -0.71650 -0.572 -1.254 0.379 -0.073
O 0.46859 1.84697 0.57888 0.269 0.391 -1.919 -0.164
H 2.16734 2.03284 -0.70737 0.073 -0.295 0.237 0.085
H 0.63381 1.49064 -1.46904 0.370 0.376 0.476 0.057
H 0.91896 3.17453 -1.05551 -0.420 0.623 0.217 0.067
H 1.11177 2.05652 1.26094 0.418 -0.155 0.362 0.033
C 3.38284 1.18020 3.11531 -0.665 -0.135 -0.040 -0.113
O 2.81264 2.01105 2.11252 0.080 0.669 0.045 -0.135
H 4.46289 1.30251 3.08562 0.102 -0.397 0.234 0.091
H 2.96409 1.45997 4.09138 0.294 -0.253 -0.034 0.089
H 3.04385 0.19326 2.83421 0.335 -0.485 0.320 0.062
H 3.16726 2.86292 2.36546 -0.229 0.692 -0.509 0.088
C 2.41925 -1.47030 0.16665 -0.424 0.019 0.171 -0.104
O 1.14300 -1.36445 0.80473 0.270 0.765 -0.483 -0.173
H 2.30239 -0.83720 -0.70270 0.514 0.206 -0.239 0.055
H 3.21789 -1.09582 0.82022 -0.122 -0.045 -0.181 0.076
H 2.69135 -2.47473 -0.18684 -0.310 0.072 0.261 0.086
H 0.84160 -2.15516 1.24687 0.111 -1.200 0.559 0.004
C -0.79074 0.49427 -4.88201 -0.533 -0.681 -0.318 -0.140
O -0.58958 1.27185 -3.71801 0.490 0.075 0.024 -0.137
H -1.10507 -0.49131 -4.53320 0.048 -0.046 -0.131 0.061
H -1.61211 0.90455 -5.47135 0.044 0.004 -0.144 0.087
H 0.09272 0.36539 -5.52667 -0.104 0.210 0.373 0.086
H -0.12180 2.05608 -4.00790 0.052 0.350 0.244 0.087